Entry 1:
This record from OMol25 describes a cluster of 2 separate species, C2HNOS in total. The level of theory is the ωB97M-V functional and the def2-TZVPD basis.

Results
calculated total energy = -604.8125 Eh
2S+1 = 3
<S²> = 2.018
energy above the lowest of the compared OMol25 structures with the same formula, charge and spin = 1.006 eV
highest occupied orbital energy (alpha / beta) = -5.44 / -9.99 eV
LUMO level (alpha / beta) = 0.90 / -3.38 eV

Last column: Mulliken spin population.
Geometry (Å):
1 C -0.16421 -1.10223 0.65536  0.424
2 C -0.46741 2.10548 -2.14503  0.006
3 N 0.90479 -1.21040 1.18580  0.552
4 O -0.23184 2.75300 -1.28069  0.003
5 S -1.35020 -0.75594 -0.26089  0.976
6 H 1.30888 -1.78992 1.84545  0.039

=====

Entry 2:
This record from OMol25 describes a cluster of 11 separate species, C15H17BCl30N3O2 in total. The level of theory is the ωB97M-V functional and the def2-TZVPD basis.

Results
calculated total energy = -14726.7640 Eh
net charge = +1
2S+1 = 1
highest occupied orbital energy = -11.81 eV
LUMO level = -3.58 eV

Last column: Löwdin charge in e.
Geometry (Å):
1 C 4.28917 0.18758 1.21150  -0.041
2 B 3.20184 0.06748 0.06181  -0.417
3 O 3.60833 -0.57833 -1.14254  0.070
4 C 1.68451 0.64518 0.11313  -0.023
5 C 1.39543 1.90376 -0.55901  0.027
6 N -0.01367 2.12314 -0.37973  0.202
7 C -0.45631 1.07950 0.35715  -0.244
8 O -1.79564 0.94600 0.76556  0.012
9 C -2.16832 -0.37703 0.54186  -0.435
10 N -2.30223 -1.49649 0.68751  0.223
11 N 0.48903 0.14024 0.67953  0.232
12 H 3.88091 0.25934 2.25226  0.062
13 H 4.94782 -0.72938 1.12343  0.070
14 H 4.99583 1.06219 1.06747  0.055
15 H 3.22238 -0.02622 -1.85410  -0.010
16 H 2.07469 2.58128 -1.11448  0.089
17 H -0.58300 2.89518 -0.72222  0.196
18 H 0.40282 -0.73177 1.20028  0.196
19 C -5.85671 1.19995 1.59504  -1.492
20 Cl -6.33908 2.79227 1.01156  0.533
21 Cl -7.15834 0.03103 1.36423  0.582
22 Cl -4.37971 0.65604 0.77283  0.702
23 H -5.64817 1.27331 2.65743  -0.034
24 C -7.93130 -3.20260 -0.53199  -1.536
25 Cl -9.61360 -3.61456 -0.87943  0.535
26 Cl -7.16961 -4.46585 0.44003  0.534
27 Cl -7.02776 -2.93931 -2.03023  0.507
28 H -7.91849 -2.27978 0.03792  -0.047
29 C 3.22054 2.85121 -4.37441  -1.478
30 Cl 3.60387 1.76895 -3.02743  0.640
31 Cl 1.70707 3.71508 -4.05916  0.537
32 Cl 4.53677 3.98537 -4.65052  0.548
33 H 3.09120 2.25096 -5.26982  0.028
34 C -11.88180 -6.51661 -1.80138  -1.556
35 Cl -10.45848 -7.21570 -2.58302  0.507
36 Cl -13.30042 -6.61576 -2.85811  0.489
37 Cl -12.19884 -7.32754 -0.26440  0.535
38 H -11.68105 -5.46929 -1.59923  -0.029
39 C 8.45374 1.31156 0.07329  -1.541
40 Cl 7.04062 1.49164 -0.98219  0.493
41 Cl 8.12082 1.93206 1.69770  0.518
42 Cl 8.96330 -0.37688 0.14774  0.534
43 H 9.26348 1.89439 -0.35220  -0.036
44 C 5.46959 -2.47192 4.50849  -1.511
45 Cl 6.50531 -1.24448 3.76961  0.499
46 Cl 4.94680 -1.95886 6.11501  0.540
47 Cl 4.07025 -2.81125 3.47781  0.520
48 H 6.04518 -3.38625 4.61230  0.022
49 C -10.45799 -4.37983 -5.59056  -1.512
50 Cl -9.23877 -3.84726 -4.42544  0.487
51 Cl -11.81549 -5.14850 -4.75798  0.494
52 Cl -11.01651 -3.01873 -6.57233  0.525
53 H -10.00307 -5.11214 -6.25015  0.018
54 C 11.04237 -0.00204 4.03635  -1.524
55 Cl 9.34415 -0.44894 3.81998  0.444
56 Cl 11.87382 -1.19129 5.04317  0.537
57 Cl 11.84880 0.16009 2.47124  0.516
58 H 11.08078 0.95835 4.54049  0.018
59 C -5.87663 5.03287 4.72828  -1.527
60 Cl -4.68931 5.59755 5.90662  0.536
61 Cl -6.00593 6.16819 3.38113  0.529
62 Cl -5.45035 3.41845 4.14049  0.526
63 H -6.84305 4.97252 5.21851  0.020
64 C 8.67599 4.30324 -3.43711  -1.499
65 Cl 8.66550 3.97623 -1.69649  0.550
66 Cl 7.55586 3.24541 -4.30605  0.495
67 Cl 8.28190 5.99575 -3.75292  0.540
68 H 9.67916 4.11125 -3.80414  0.020

=====

Entry 3:
This record from OMol25 describes a cluster of 12 separate species, C4H34N3O11 in total. The level of theory is the ωB97M-V functional and the def2-TZVPD basis.

Results
calculated total energy = -1164.5078 Eh
net charge = +1
2S+1 = 1
energy above the lowest of the compared OMol25 structures with the same formula, charge and spin = 0.470 eV
highest occupied orbital energy = -10.40 eV
LUMO level = -2.31 eV

Last column: Löwdin charge in e.
Geometry (Å):
1 C -1.00161 -2.56014 1.45745  -0.083
2 C 0.39544 -2.57441 0.79925  -0.139
3 C 0.95118 -1.20478 0.82501  -0.311
4 C 1.87735 -0.71693 1.65409  -0.162
5 N 2.45618 0.53812 1.59640  0.070
6 N 0.29441 -0.27046 -0.13141  0.091
7 N -1.95500 -1.79244 0.49614  0.165
8 H -0.97796 -1.90970 2.33236  0.100
9 H -1.54523 -3.46766 1.69215  0.125
10 H 0.98509 -3.31072 1.33488  0.125
11 H 0.31350 -2.79180 -0.28364  0.090
12 H 2.43570 -1.37725 2.31576  0.128
13 H 2.92189 0.93867 2.39883  0.099
14 H 1.96281 1.31966 1.17821  0.024
15 H 0.67894 -0.27555 -1.08714  0.058
16 H 0.48638 0.65193 0.24774  0.040
17 H -2.65440 -1.44538 1.17361  0.097
18 H -1.46742 -1.01524 0.00582  0.089
19 H -2.39850 -2.48822 -0.09943  0.141
20 H -0.76777 -0.05587 4.20145  0.070
21 H -1.98495 0.82625 3.82686  0.055
22 O -1.27800 0.29311 3.46038  -0.061
23 H 3.65395 -0.19719 -0.82256  -0.005
24 H 4.59491 -1.17589 -1.62460  0.050
25 O 3.76195 -1.09253 -1.15093  -0.040
26 H -1.34894 1.78400 0.98002  0.008
27 H -0.51820 1.62918 2.30979  0.019
28 O -0.69860 2.20744 1.55699  -0.067
29 H -0.29821 -2.21035 -2.43376  0.004
30 H -0.44115 -3.71639 -2.42289  0.058
31 O -0.71399 -2.94635 -1.92969  -0.070
32 H 1.75223 1.64107 -4.20368  0.064
33 H 1.18999 2.25718 -2.89464  0.036
34 O 1.00037 1.66893 -3.62814  -0.034
35 H -1.68167 1.08595 -2.64742  0.057
36 H -1.69741 -0.30169 -2.04521  0.025
37 O -2.05737 0.58548 -1.91411  -0.034
38 H -3.11719 1.75958 -0.60455  0.048
39 H -3.59224 2.70501 0.57929  0.097
40 O -3.16002 1.87778 0.34828  -0.036
41 H -3.50274 0.61720 1.35198  0.014
42 H -4.35797 0.11653 2.44937  0.068
43 O -3.49106 -0.06991 2.07347  -0.085
44 H 0.36291 0.17531 -3.15328  0.016
45 H 1.44763 -0.93577 -2.97124  0.068
46 O 0.49269 -0.79324 -2.99922  -0.090
47 H 0.59000 3.33287 0.60653  0.033
48 H 1.86232 3.86810 -0.25574  0.057
49 O 1.51754 3.20691 0.34857  -0.073
50 H 2.49825 1.89657 -0.79310  0.008
51 H 3.48600 1.55427 -1.80792  0.051
52 O 2.73801 2.15876 -1.69635  -0.059